# 1
The following is a quantum chemistry calculation of C2HAuF6NO4S2 as an isolated structure in a non-equilibrium geometry, from OMol25.

Its HOMO energy (alpha / beta) is -15.0958 / -16.3145 eV. The total charge is +1. Its frontier orbital gap (alpha / beta) is 0.3051 / 0.2458 Ha. As for the spin multiplicity: 3. The strongest force on any atom is 0.1050 Eh/bohr. The value obtained for the lowest unoccupied orbital energy (alpha / beta) is -6.79 / -9.63 eV. The relative energy (zero: lowest compared OMol25 entry of this formula, charge and spin) is 130.59 kJ/mol.

Each line ends with the Löwdin spin population.
Positions of all 17 atoms, in Å:
N  0.111  0.265  -0.305  0.2402
S  -1.143  -0.786  -0.490  0.0342
O  -1.289  -0.956  -1.926  0.0199
O  -1.023  -1.945  0.377  0.0400
C  -2.536  0.367  0.053  0.0333
F  -3.559  0.162  -0.773  0.0151
F  -1.954  1.834  0.839  0.2162
F  -2.961  -0.159  1.204  0.0064
S  1.300  0.117  0.773  0.0147
O  1.079  -0.578  2.020  0.0281
O  1.774  1.535  0.771  0.1681
C  2.649  -0.820  -0.139  -0.0008
F  2.351  -2.099  -0.156  -0.0005
F  2.750  -0.349  -1.362  -0.0006
F  3.769  -0.614  0.522  0.0025
H  -1.569  1.810  -1.061  0.4507
Au  0.251  2.215  -0.349  0.7324

***

# 2
The following is a quantum chemistry calculation of C22H32N2O3Si2TeW as an isolated structure, from OMol25.

Its HOMO energy is -20.2845 eV. The total charge is +4. Its frontier orbital gap is 0.1925 Ha. As for the spin multiplicity: 1. The strongest force on any atom is 0.0133 Eh/bohr. The value obtained for the lowest unoccupied orbital energy is -15.05 eV. The relative energy (zero: lowest compared OMol25 entry of this formula, charge and spin) is 2.32 kJ/mol.

Each line ends with the Löwdin charge.
Positions of all 63 atoms, in Å:
W  -0.594  -0.760  -1.711  1.6044
O  -1.649  3.126  0.388  0.1866
C  -2.928  2.911  0.219  -0.1812
C  -3.923  3.792  0.626  0.0540
C  -5.242  3.478  0.389  0.0856
C  -5.645  2.272  -0.267  0.0087
C  -4.712  1.388  -0.669  0.0257
C  -3.303  1.657  -0.438  -0.0378
C  -2.386  0.730  -0.809  -0.2951
O  -1.039  0.781  -0.676  -0.1198
N  -2.673  -0.477  -1.578  -0.0279
N  -2.143  -1.588  -0.914  -0.1431
C  -2.413  -2.215  0.220  0.0748
C  -1.394  -2.882  0.908  -0.1157
C  -1.691  -3.732  2.000  0.0618
C  -0.670  -4.291  2.735  0.0256
C  0.657  -3.993  2.417  0.0668
C  0.991  -3.137  1.360  0.0641
C  -0.024  -2.603  0.613  -0.2141
O  0.281  -1.722  -0.400  -0.2777
H  -1.468  3.967  0.843  0.1780
H  -3.655  4.718  1.120  0.1539
H  -6.008  4.177  0.707  0.1540
H  -6.697  2.089  -0.434  0.1422
H  -4.991  0.474  -1.175  0.1287
H  -3.437  -2.182  0.586  0.1812
H  -2.726  -3.951  2.236  0.1501
H  -0.892  -4.952  3.563  0.1474
H  1.456  -4.422  3.011  0.1508
H  2.023  -2.887  1.153  0.1494
C  -1.193  0.519  -3.795  -0.2028
Si  -1.644  -1.293  -4.398  0.5194
C  -1.095  -1.407  -6.152  -0.1313
C  -3.360  -1.902  -4.175  -0.1374
C  -0.360  -2.491  -3.309  -0.5793
Te  1.658  -1.736  -3.118  1.5610
C  2.144  -0.781  -4.923  -0.5083
Si  4.134  -0.802  -5.033  0.4354
C  4.668  0.192  -3.551  -0.1757
C  4.593  -2.598  -4.884  -0.1828
C  4.483  -0.038  -6.674  -0.1458
H  -0.747  0.879  -4.729  0.0785
H  -0.448  0.986  -3.113  0.0429
H  -2.135  1.046  -3.636  0.0724
H  -1.923  -1.007  -6.750  0.0847
H  -0.958  -2.442  -6.477  0.0787
H  -0.209  -0.829  -6.403  0.0360
H  -4.054  -1.194  -4.639  0.0773
H  -3.692  -2.090  -3.159  0.0294
H  -3.440  -2.831  -4.750  0.0771
H  -0.420  -3.155  -4.182  0.0635
H  -0.575  -3.193  -2.493  0.0386
H  1.767  0.243  -4.919  0.0270
H  1.707  -1.362  -5.734  0.0182
H  4.241  -0.151  -2.600  0.0102
H  4.441  1.254  -3.664  0.0521
H  5.751  0.108  -3.429  0.0630
H  4.506  -3.006  -3.872  0.0263
H  5.647  -2.711  -5.152  0.0642
H  4.033  -3.235  -5.574  0.0514
H  4.080  0.973  -6.761  0.0529
H  4.097  -0.644  -7.495  0.0558
H  5.566  0.033  -6.808  0.0660

***

The evaluated DFT total energy for the records listed, in turn: -1963.09817; -2105.22178 Ha.